# C47H58BF2NO8SeTa

A molecular structure, C47H58BF2NO8SeTa (ωB97M-V/def2-TZVPD, OMol25).

CARTESIAN COORDINATES (ANGSTROEM)
H  -0.59  -3.31  -4.44
C  1.25  3.09  0.26
C  -2.76  1.00  -1.96
H  -1.60  -3.99  -3.13
C  2.97  -4.97  3.49
C  -3.69  1.92  -1.49
C  -5.55  4.32  -1.65
H  3.54  1.11  1.74
C  -4.76  -2.73  2.22
H  -1.56  -2.99  3.52
H  0.23  -4.80  -0.43
C  -2.62  -2.28  1.01
O  -0.48  0.53  -2.46
C  3.18  1.70  -3.42
C  0.37  -3.79  -0.80
O  2.24  0.98  -2.58
H  0.66  2.86  -3.08
C  0.36  3.16  -2.07
H  5.30  -4.86  2.02
C  -1.45  1.42  -2.10
H  -3.48  6.05  -1.23
H  2.20  5.11  3.64
H  0.57  -3.86  -1.87
H  -3.67  -0.89  3.97
F  -1.19  1.41  -6.18
B  -0.36  0.54  -5.62
H  -3.06  5.53  0.42
H  4.60  -1.57  1.63
H  1.92  -4.75  3.68
C  2.14  1.52  -1.27
H  4.06  1.91  -2.82
H  3.03  -5.78  2.77
C  -2.03  3.62  -1.38
C  2.27  4.68  2.64
H  3.29  4.84  2.27
C  3.16  -3.16  1.73
O  1.21  -2.10  -4.43
C  -3.22  -0.89  2.98
H  -2.62  -4.30  2.96
Ta  0.78  -0.62  -3.16
H  -2.78  -0.67  -3.28
C  3.74  -2.02  1.16
C  -1.50  -3.04  0.70
H  0.24  1.93  3.22
C  -3.14  -1.46  0.00
H  -1.73  4.64  -1.18
H  2.67  1.44  3.79
C  1.56  -3.18  -0.11
H  4.84  -0.03  -0.11
C  1.28  2.58  -1.02
C  0.50  2.99  3.20
C  1.94  3.18  2.69
C  -1.43  -2.14  -1.49
Se  3.21  -1.16  -6.02
H  4.03  -0.31  -1.64
O  2.45  -1.35  -4.35
H  0.41  3.39  4.21
H  2.72  2.62  -3.77
H  4.04  -3.05  5.06
H  -4.18  3.48  1.43
C  -4.42  4.18  -0.62
O  1.58  -1.44  -1.71
H  -6.31  5.01  -1.27
H  0.57  3.91  0.47
H  2.60  -2.37  4.29
H  -5.17  4.71  -2.59
H  -2.25  -2.69  -4.18
C  -3.29  -2.30  2.38
C  -2.60  -3.27  3.34
H  4.20  -1.77  3.86
H  -4.01  -0.85  0.20
H  -1.06  -3.69  1.45
H  5.61  -4.54  3.73
C  -1.36  -3.09  -3.70
H  -5.43  2.62  0.53
H  5.81  -3.25  2.54
C  2.97  0.99  -0.30
C  3.73  -3.73  3.02
H  3.40  -5.33  4.43
H  0.41  4.25  -2.04
H  1.58  5.22  1.99
H  -2.19  -0.56  3.07
H  1.62  -4.63  1.45
H  2.79  2.97  4.66
H  -3.12  -3.26  4.29
C  3.25  -1.45  0.00
C  2.14  -2.03  -0.61
C  2.05  2.59  1.29
C  3.86  -0.19  -0.57
O  0.95  0.28  -6.10
C  -4.98  3.59  0.69
H  -6.04  3.36  -1.84
C  2.91  1.54  0.98
C  4.57  -2.34  -5.60
C  -0.88  -2.98  -0.54
H  -4.65  6.20  0.08
H  -3.76  -0.16  2.37
H  -5.74  4.26  1.09
H  -4.72  1.59  -1.37
C  3.64  -2.66  4.12
O  0.81  0.93  -4.76
C  -1.07  2.74  -1.85
C  -3.14  -0.42  -2.28
H  -0.22  3.50  2.56
N  5.43  -3.05  -5.34
F  -0.99  -0.53  -4.95
C  -3.35  3.23  -1.17
C  -2.56  -1.37  -1.25
C  5.20  -4.12  2.81
C  -3.86  5.57  -0.32
H  -4.83  -3.73  1.78
H  3.44  1.06  -4.25
H  3.94  2.62  3.37
H  -5.24  -2.75  3.20
C  2.08  -3.73  1.06
C  2.89  2.51  3.68
H  -4.22  -0.51  -2.29
H  -5.31  -2.04  1.59
O  -0.82  -2.10  -2.78

Results
ΔE to the lowest compared entry with this formula, charge and spin = 42.1 kJ/mol
HOMO level = -10.9 eV
LUMO = -3.814 eV
HOMO-LUMO gap = 0.260 hartree
M = 1073.70 g/mol
multiplicity = 1
charge = +1
calculated total energy = -5165.43449 Eh